(i)
{"formula": "C54H114N6O6", "method": "ωB97M-V/def2-TZVPD", "smiles": "CC1(C)CCCC(C)(C)N1O.CC1(C)CCCC(C)(C)N1O.CC1(C)CCCC(C)(C)N1O.CC1(C)CCCC(C)(C)N1O.CC1(C)CCCC(C)(C)N1O.CC1(C)CCCC(C)(C)N1O", "homo_ev": -8.2, "multiplicity": 1, "orbital_gap_ev": 8.63, "species": ["C", "C", "C", "C", "C", "C", "N", "O", "C", "C", "C", "H", "H", "H", "H", "H", "H", "H", "H", "H", "H", "H", "H", "H", "H", "H", "H", "H", "H", "H", "C", "C", "C", "C", "C", "C", "N", "O", "C", "C", "C", "H", "H", "H", "H", "H", "H", "H", "H", "H", "H", "H", "H", "H", "H", "H", "H", "H", "H", "H", "C", "C", "C", "C", "C", "C", "N", "O", "C", "C", "C", "H", "H", "H", "H", "H", "H", "H", "H", "H", "H", "H", "H", "H", "H", "H", "H", "H", "H", "H", "C", "C", "C", "C", "C", "C", "N", "O", "C", "C", "C", "H", "H", "H", "H", "H", "H", "H", "H", "H", "H", "H", "H", "H", "H", "H", "H", "H", "H", "H", "C", "C", "C", "C", "C", "C", "N", "O", "C", "C", "C", "H", "H", "H", "H", "H", "H", "H", "H", "H", "H", "H", "H", "H", "H", "H", "H", "H", "H", "H", "C", "C", "C", "C", "C", "C", "N", "O", "C", "C", "C", "H", "H", "H", "H", "H", "H", "H", "H", "H", "H", "H", "H", "H", "H", "H", "H", "H", "H", "H"], "coordinates": [[-7.50, -1.13, 1.36], [-6.37, -0.09, 1.55], [-6.34, 0.71, 0.19], [-5.70, 2.07, 0.30], [-6.34, 2.82, 1.49], [-5.98, 2.10, 2.79], [-6.78, 0.85, 2.61], [-6.89, 0.14, 3.85], [-4.48, 2.03, 3.04], [-6.68, 2.86, 3.92], [-5.02, -0.81, 1.65], [-7.25, -1.90, 0.64], [-8.38, -0.59, 1.01], [-7.67, -1.59, 2.33], [-5.73, 0.10, -0.49], [-7.28, 0.71, -0.37], [-5.69, 2.74, -0.56], [-4.63, 1.91, 0.50], [-7.41, 2.87, 1.32], [-5.93, 3.83, 1.40], [-3.81, 1.46, 2.39], [-4.01, 3.02, 3.13], [-4.23, 1.65, 4.04], [-6.78, 3.92, 3.69], [-7.65, 2.46, 4.20], [-6.08, 2.82, 4.83], [-4.82, -1.72, 1.07], [-4.72, -1.09, 2.66], [-4.21, -0.25, 1.16], [-7.84, -0.03, 3.88], [5.36, -8.54, 0.84], [5.55, -7.59, -0.34], [6.12, -8.34, -1.57], [6.07, -7.62, -2.90], [4.65, -7.03, -3.09], [4.05, -6.19, -1.95], [4.27, -6.99, -0.72], [3.71, -6.35, 0.43], [4.64, -4.80, -1.84], [2.53, -6.12, -2.18], [6.62, -6.54, 0.07], [4.33, -8.88, 0.93], [5.47, -7.92, 1.73], [6.14, -9.30, 0.85], [7.02, -8.92, -1.35], [5.47, -9.22, -1.66], [6.14, -8.43, -3.63], [6.91, -6.93, -3.00], [4.00, -7.86, -3.35], [4.73, -6.45, -4.01], [4.49, -4.14, -2.69], [4.10, -4.23, -1.07], [5.67, -4.74, -1.51], [1.99, -6.99, -1.81], [2.12, -5.30, -1.58], [2.21, -6.05, -3.22], [6.23, -5.75, 0.72], [7.03, -5.94, -0.75], [7.47, -7.06, 0.50], [4.06, -5.45, 0.39], [-4.98, 7.29, -0.86], [-3.50, 7.10, -0.88], [-3.19, 6.14, 0.27], [-1.72, 5.74, 0.27], [-1.21, 5.06, -1.02], [-1.78, 5.78, -2.30], [-3.07, 6.45, -2.10], [-3.44, 7.11, -3.29], [-0.65, 6.69, -2.79], [-2.00, 4.65, -3.33], [-2.75, 8.43, -0.64], [-5.35, 7.87, -1.72], [-5.31, 7.93, -0.04], [-5.61, 6.41, -0.77], [-3.57, 6.51, 1.22], [-3.76, 5.20, 0.17], [-1.54, 5.05, 1.10], [-1.15, 6.64, 0.55], [-1.63, 4.06, -0.99], [-0.13, 5.09, -1.08], [-0.23, 7.25, -1.95], [0.19, 6.06, -3.09], [-0.82, 7.29, -3.69], [-2.46, 3.78, -2.86], [-2.60, 5.01, -4.17], [-1.06, 4.27, -3.76], [-1.80, 8.51, -1.15], [-2.57, 8.74, 0.39], [-3.40, 9.22, -1.04], [-4.26, 6.68, -3.56], [7.04, 1.26, 6.53], [5.83, 1.18, 5.56], [6.28, 0.62, 4.20], [6.44, -0.89, 4.22], [5.15, -1.56, 4.65], [4.76, -1.06, 6.08], [4.68, 0.40, 6.08], [4.28, 0.96, 7.32], [3.35, -1.63, 6.31], [5.68, -1.65, 7.18], [5.32, 2.62, 5.24], [7.74, 0.46, 6.27], [6.73, 1.36, 7.56], [7.63, 2.13, 6.26], [5.64, 1.02, 3.41], [7.29, 1.01, 4.08], [7.25, -1.11, 4.93], [6.84, -1.24, 3.26], [5.31, -2.63, 4.56], [4.40, -1.22, 3.93], [2.65, -0.99, 5.76], [3.25, -2.63, 5.89], [3.10, -1.61, 7.37], [5.48, -1.11, 8.10], [5.58, -2.72, 7.35], [6.71, -1.52, 6.86], [4.70, 3.02, 6.04], [4.79, 2.60, 4.29], [6.16, 3.30, 5.16], [3.35, 1.11, 7.12], [-1.19, 1.90, -6.02], [-2.02, 0.67, -5.57], [-2.85, 1.23, -4.36], [-4.06, 0.33, -4.07], [-4.94, 0.16, -5.30], [-4.22, -0.33, -6.55], [-2.98, 0.48, -6.65], [-2.31, 0.20, -7.88], [-3.99, -1.80, -6.46], [-5.16, 0.02, -7.72], [-1.14, -0.48, -5.15], [-0.39, 2.18, -5.33], [-1.93, 2.68, -6.17], [-0.72, 1.82, -7.01], [-2.19, 1.27, -3.49], [-3.32, 2.20, -4.51], [-4.48, 0.64, -3.11], [-3.64, -0.65, -3.80], [-5.44, 1.11, -5.51], [-5.73, -0.52, -4.97], [-3.48, -2.27, -7.31], [-3.42, -2.07, -5.57], [-4.95, -2.32, -6.40], [-4.74, -0.23, -8.70], [-6.00, -0.68, -7.68], [-5.44, 1.07, -7.80], [-0.14, -0.14, -4.91], [-1.02, -1.26, -5.90], [-1.54, -0.93, -4.24], [-2.64, 0.89, -8.46], [-0.30, -1.00, -1.24], [0.35, -0.50, 0.06], [-0.47, -1.01, 1.23], [0.24, -0.87, 2.59], [1.62, -1.61, 2.52], [2.49, -1.09, 1.37], [1.67, -1.15, 0.17], [2.37, -1.06, -1.05], [3.09, 0.31, 1.63], [3.68, -2.06, 1.19], [0.39, 1.05, 0.10], [-1.39, -0.94, -1.27], [-0.25, -2.09, -1.15], [0.25, -0.62, -2.09], [-1.45, -0.55, 1.30], [-0.64, -2.08, 1.06], [-0.25, -1.37, 3.43], [0.45, 0.16, 2.88], [1.35, -2.65, 2.33], [2.12, -1.33, 3.45], [2.33, 1.00, 1.98], [3.91, 0.34, 2.34], [3.52, 0.70, 0.70], [4.45, -1.60, 0.57], [4.20, -2.18, 2.14], [3.45, -3.10, 0.96], [1.29, 1.50, -0.33], [0.46, 1.40, 1.13], [-0.48, 1.50, -0.38], [2.59, -1.97, -1.28]], "mulliken_charge": [-1.92, 2.21, -1.65, -0.17, -1.49, 1.93, -0.01, -0.50, -1.74, -1.80, -1.72, 0.38, 0.47, 0.47, 0.30, 0.43, 0.61, 0.03, 0.29, 0.57, 0.19, 0.42, 0.47, 0.37, 0.36, 0.37, 0.37, 0.31, 0.07, 0.37, -1.85, 1.85, -1.44, -0.64, -1.38, 2.27, -0.05, -0.43, -1.47, -2.03, -1.85, 0.42, 0.40, 0.39, 0.45, 0.44, 0.40, 0.34, 0.43, 0.39, 0.47, 0.11, 0.15, 0.43, 0.31, 0.39, 0.40, 0.38, 0.41, 0.32, -2.09, 2.18, -1.03, -1.06, -0.60, 1.94, 0.34, -0.53, -2.03, -2.20, -1.75, 0.49, 0.43, 0.29, 0.57, -0.11, 0.54, 0.34, -0.18, 0.61, 0.47, 0.51, 0.30, 0.33, 0.50, 0.32, 0.35, 0.28, 0.42, 0.36, -1.75, 1.43, -1.43, -0.73, 0.17, 1.88, 0.40, -0.51, -2.02, -1.91, -1.67, 0.36, 0.33, 0.49, 0.37, 0.47, 0.32, 0.39, 0.66, -1.12, 0.37, 0.37, 0.44, 0.41, 0.45, 0.29, 0.42, 0.32, 0.34, 0.35, -1.87, 1.57, -0.69, -0.54, -1.36, 1.82, 0.39, -0.52, -1.80, -2.05, -1.54, 0.35, 0.46, 0.37, 0.34, 0.04, 0.28, 0.26, 0.31, 0.51, 0.35, 0.33, 0.44, 0.47, 0.39, 0.43, 0.45, 0.21, 0.27, 0.35, -2.64, 2.34, -0.83, -1.08, -0.25, 1.86, 0.78, -0.50, -1.03, -2.35, -1.81, 0.45, 0.41, 0.56, -0.14, 0.58, 0.55, 0.33, 0.64, -0.61, 0.24, -0.40, 0.51, 0.65, 0.12, 0.55, 0.33, 0.23, 0.30, 0.30]}

=====

(ii)
{"formula": "C54H114N6O6", "method": "ωB97M-V/def2-TZVPD", "homo_ev": -6.9, "multiplicity": 1, "orbital_gap_ev": 7.25, "species": ["C", "C", "C", "C", "C", "C", "N", "O", "C", "C", "C", "H", "H", "H", "H", "H", "H", "H", "H", "H", "H", "H", "H", "H", "H", "H", "H", "H", "H", "H", "C", "C", "C", "C", "C", "C", "N", "O", "C", "C", "C", "H", "H", "H", "H", "H", "H", "H", "H", "H", "H", "H", "H", "H", "H", "H", "H", "H", "H", "H", "C", "C", "C", "C", "C", "C", "N", "O", "C", "C", "C", "H", "H", "H", "H", "H", "H", "H", "H", "H", "H", "H", "H", "H", "H", "H", "H", "H", "H", "H", "C", "C", "C", "C", "C", "C", "N", "O", "C", "C", "C", "H", "H", "H", "H", "H", "H", "H", "H", "H", "H", "H", "H", "H", "H", "H", "H", "H", "H", "H", "C", "C", "C", "C", "C", "C", "N", "O", "C", "C", "C", "H", "H", "H", "H", "H", "H", "H", "H", "H", "H", "H", "H", "H", "H", "H", "H", "H", "H", "H", "C", "C", "C", "C", "C", "C", "N", "O", "C", "C", "C", "H", "H", "H", "H", "H", "H", "H", "H", "H", "H", "H", "H", "H", "H", "H", "H", "H", "H", "H"], "coordinates": [[3.00, 2.97, -4.51], [1.83, 2.70, -3.45], [2.31, 3.19, -2.08], [1.28, 3.42, -1.00], [0.17, 4.32, -1.54], [-0.44, 3.71, -2.84], [0.60, 3.44, -3.82], [0.08, 2.97, -5.01], [-1.31, 2.48, -2.52], [-1.38, 4.80, -3.35], [1.58, 1.19, -3.17], [2.75, 2.48, -5.45], [3.92, 2.53, -4.12], [3.13, 4.00, -4.84], [3.02, 2.52, -1.59], [2.67, 4.19, -2.30], [1.81, 3.87, -0.17], [0.92, 2.44, -0.67], [0.56, 5.32, -1.73], [-0.58, 4.42, -0.75], [-1.83, 2.01, -3.35], [-0.75, 1.71, -1.99], [-2.00, 2.87, -1.77], [-0.68, 5.54, -3.74], [-1.96, 4.46, -4.20], [-2.02, 5.31, -2.62], [1.39, 0.92, -2.13], [2.33, 0.54, -3.63], [0.70, 0.88, -3.73], [0.49, 3.42, -5.74], [-1.01, -2.39, -0.32], [-2.11, -2.42, -1.40], [-3.30, -1.90, -0.71], [-4.47, -1.61, -1.71], [-3.93, -0.55, -2.63], [-2.67, -0.95, -3.50], [-1.68, -1.56, -2.50], [-0.43, -1.93, -2.99], [-3.19, -1.92, -4.45], [-2.12, 0.31, -4.27], [-2.47, -3.82, -1.94], [-1.02, -1.47, 0.27], [0.00, -2.67, -0.63], [-1.08, -3.20, 0.41], [-3.79, -2.58, -0.02], [-3.13, -1.08, -0.01], [-5.34, -1.15, -1.26], [-4.87, -2.44, -2.29], [-3.63, 0.34, -2.07], [-4.60, -0.14, -3.39], [-3.89, -1.41, -5.11], [-2.36, -2.27, -5.06], [-3.95, -2.62, -4.09], [-2.85, 0.44, -5.08], [-2.03, 1.28, -3.79], [-1.14, 0.28, -4.75], [-2.86, -4.40, -1.10], [-1.60, -4.25, -2.45], [-3.28, -3.92, -2.65], [0.23, -1.28, -2.75], [0.71, -1.83, 0.29], [1.01, -0.54, -0.49], [-0.03, -0.15, -1.47], [-1.35, 0.39, -0.89], [-1.09, 1.59, -0.13], [0.08, 1.40, 0.92], [1.26, 0.67, 0.26], [2.30, 0.52, 1.11], [0.58, 2.79, 1.25], [-0.36, 0.67, 2.21], [2.19, -0.89, -1.46], [1.15, -2.73, -0.13], [-0.36, -1.94, 0.40], [1.18, -1.67, 1.27], [0.13, 0.69, -2.15], [-0.34, -0.92, -2.17], [-1.82, -0.36, -0.25], [-2.16, 0.55, -1.60], [-1.99, 1.71, 0.48], [-0.96, 2.59, -0.55], [1.24, 3.11, 0.44], [-0.31, 3.35, 1.51], [1.11, 2.71, 2.20], [-1.12, 1.25, 2.74], [-0.66, -0.35, 1.96], [0.46, 0.60, 2.92], [3.11, -1.10, -0.91], [2.51, -0.02, -2.05], [2.13, -1.76, -2.10], [3.03, 1.03, 0.76], [5.32, -4.16, -4.85], [3.98, -3.61, -4.16], [4.34, -2.07, -3.95], [3.18, -1.27, -3.57], [1.93, -1.39, -4.57], [1.57, -2.85, -4.84], [2.80, -3.58, -5.10], [2.63, -4.87, -5.57], [0.81, -3.36, -3.60], [0.61, -2.98, -6.07], [3.72, -4.24, -2.78], [5.42, -3.73, -5.85], [5.36, -5.18, -5.22], [6.19, -4.05, -4.21], [4.96, -1.90, -3.07], [4.92, -1.60, -4.74], [3.51, -0.24, -3.46], [2.90, -1.46, -2.53], [2.08, -0.88, -5.52], [1.16, -0.77, -4.11], [-0.22, -2.99, -3.59], [0.93, -4.41, -3.35], [1.19, -2.88, -2.69], [-0.33, -2.44, -5.93], [1.09, -2.47, -6.91], [0.45, -4.01, -6.38], [3.23, -5.21, -2.92], [3.04, -3.64, -2.16], [4.61, -4.27, -2.16], [2.97, -4.95, -6.47], [0.66, -0.85, 6.06], [-0.26, -1.61, 5.06], [-0.89, -0.45, 4.15], [-1.59, -1.17, 2.90], [-0.46, -1.82, 2.10], [0.23, -3.00, 2.92], [0.68, -2.54, 4.34], [1.31, -3.41, 5.12], [-0.73, -4.23, 3.02], [1.52, -3.51, 2.21], [-1.34, -2.26, 5.96], [0.16, 0.02, 6.50], [1.59, -0.41, 5.70], [0.96, -1.57, 6.82], [-1.74, 0.09, 4.58], [-0.16, 0.23, 3.72], [-2.10, -0.50, 2.21], [-2.37, -1.79, 3.35], [0.33, -1.09, 1.96], [-0.73, -2.23, 1.12], [-0.20, -5.14, 3.29], [-1.71, -4.16, 3.50], [-0.98, -4.72, 2.07], [2.17, -4.15, 2.81], [1.33, -4.13, 1.34], [2.10, -2.62, 1.95], [-2.02, -2.87, 5.36], [-2.04, -1.54, 6.38], [-0.94, -2.65, 6.89], [2.17, -3.01, 5.28], [0.18, 2.53, 3.39], [-0.13, 2.88, 4.89], [0.41, 4.33, 5.15], [-0.07, 5.00, 6.39], [-1.62, 5.11, 6.40], [-2.32, 3.79, 6.07], [-1.61, 2.97, 5.03], [-2.37, 1.82, 4.53], [-2.44, 2.90, 7.35], [-3.74, 4.32, 5.61], [0.57, 1.87, 5.88], [1.18, 2.86, 3.10], [-0.39, 2.99, 2.57], [0.03, 1.47, 3.22], [1.47, 4.12, 5.31], [0.22, 5.00, 4.30], [0.42, 5.95, 6.60], [0.14, 4.57, 7.37], [-1.85, 5.79, 5.58], [-2.01, 5.53, 7.32], [-1.65, 2.14, 7.35], [-2.38, 3.42, 8.30], [-3.43, 2.45, 7.40], [-4.32, 5.09, 6.13], [-3.66, 4.69, 4.59], [-4.49, 3.58, 5.33], [1.36, 1.30, 5.41], [-0.18, 1.20, 6.30], [1.01, 2.24, 6.80], [-2.30, 1.98, 3.58]], "mulliken_charge": [-1.78, 0.87, -2.88, 0.76, -2.29, 1.91, 0.14, -0.46, -0.74, -1.89, -0.89, 0.42, 0.37, 0.39, 0.58, 0.58, 1.16, 0.54, 0.46, 0.43, -0.41, -0.68, 0.71, 0.54, 0.31, 0.35, 0.76, 0.15, -0.17, 0.41, 0.49, 0.85, -0.80, -1.26, -1.06, 1.34, 0.60, 0.64, -1.19, -1.25, -1.42, -0.09, -0.68, 0.67, 0.57, 0.14, 0.59, 0.46, 0.61, 0.73, 0.54, -0.04, 0.47, 0.89, -0.39, -0.21, 0.45, 0.29, 0.38, -0.23, -0.45, 0.94, 0.44, 0.77, -0.76, 0.07, 1.71, -0.60, -0.97, -0.68, -0.07, 0.06, -0.63, 0.26, 0.41, -1.01, -0.47, -1.03, 0.65, -0.44, -1.10, 0.35, -0.60, 0.15, -1.13, 1.16, 0.45, 0.81, -1.25, 0.43, -1.82, 1.37, -1.95, -0.16, -0.24, 2.14, 0.35, -0.52, -0.70, -2.09, -1.45, 0.46, 0.40, 0.35, 0.55, 0.25, 0.89, 0.22, 0.67, -0.14, -0.35, 0.73, 0.42, 0.17, 0.49, 0.46, 0.33, 0.03, 0.31, 0.37, -2.40, 1.52, 0.31, -2.73, 0.40, 1.41, 0.71, -0.58, -1.71, -2.08, -1.80, 0.18, 0.43, 0.75, 1.84, -0.76, 0.70, 0.86, 0.05, -1.20, 0.48, 0.11, 0.45, 0.67, 0.32, 0.71, 0.29, 0.36, 0.44, 0.35, -1.50, 2.87, -0.89, -1.17, -1.35, 1.33, 0.60, -0.59, -1.35, -1.88, -1.71, 0.33, 0.30, -1.12, 0.43, 0.39, 0.48, 0.37, 0.41, 0.54, 0.18, 0.33, 0.39, 0.35, 0.44, 0.39, 0.43, -0.07, -0.07, 0.31]}

=====

Stability ranking, top entry: (i); the second entry is 2.0970 hartree less favorable.

=====

(i)
{"formula": "C6H11N2OS", "method": "ωB97M-V/def2-TZVPD", "homo_ev": -12.5, "charge": 1, "multiplicity": 1, "orbital_gap_ev": 6.78, "species": ["C", "C", "C", "C", "C", "C", "N", "N", "O", "S", "H", "H", "H", "H", "H", "H", "H", "H", "H", "H", "H"], "coordinates": [[-0.76, -2.16, -1.09], [-2.33, -2.53, 0.37], [-0.15, -1.57, 0.04], [-1.43, 2.15, -0.60], [2.78, 0.21, 1.27], [1.09, -0.96, 0.11], [-1.95, -2.67, -0.87], [-0.03, 2.47, -0.46], [1.52, -0.45, 1.21], [-1.24, -1.72, 1.41], [-0.32, -2.22, -2.07], [-3.28, -2.89, 0.73], [-1.53, 1.23, -1.17], [-1.87, 2.02, 0.39], [-2.00, 2.93, -1.13], [3.57, -0.41, 0.86], [2.97, 0.41, 2.32], [2.73, 1.15, 0.72], [1.71, -0.91, -0.79], [0.41, 2.62, -1.36], [0.10, 3.30, 0.11]], "mulliken_charge": [-0.57, 0.01, 0.43, -0.76, -0.73, 0.21, -0.43, -0.46, -0.26, 0.04, 0.41, 0.42, 0.22, 0.28, 0.33, 0.37, 0.27, 0.33, 0.45, 0.22, 0.23]}

=====

(ii)
{"formula": "C6H11N2OS", "method": "ωB97M-V/def2-TZVPD", "homo_ev": -12.8, "charge": 1, "multiplicity": 1, "orbital_gap_ev": 8.95, "species": ["C", "C", "C", "C", "C", "C", "N", "N", "O", "S", "H", "H", "H", "H", "H", "H", "H", "H", "H", "H", "H"], "coordinates": [[-2.03, 0.03, 1.13], [-2.54, 0.64, -1.09], [-1.12, -0.49, 0.25], [1.88, 1.54, -0.10], [1.26, -0.28, 1.20], [0.06, -1.34, 0.30], [-1.42, -0.02, -0.98], [0.66, -1.36, -1.06], [2.15, 0.27, 0.34], [-3.25, 0.91, 0.38], [-2.11, -0.03, 2.19], [-2.98, 1.01, -2.12], [2.90, 2.00, -0.26], [1.24, 2.03, 0.63], [1.47, 1.75, -1.12], [1.60, -1.10, 1.95], [0.75, 0.34, 1.83], [0.01, -2.26, 0.77], [0.76, -2.35, -1.39], [1.62, -1.14, -1.02], [-0.90, -0.16, -1.83]], "mulliken_charge": [-0.31, -0.01, -0.51, -0.63, -0.67, 0.29, 0.13, -0.75, -0.39, -0.03, 0.45, 0.35, 0.25, 0.32, 0.23, 0.33, 0.55, 0.66, 0.23, 0.23, 0.29]}

=====

Stability ranking, top entry: (i); the second entry is 0.0271 hartree less favorable.